Molecular formula: C45H99N12O12
Method: DFT, ωB97M-V/def2-TZVPD

XYZ file:
```
168
Properties=species:S:1:pos:R:3:forces:R:3
C 0.93785 -2.81455 0.84229 0.157 0.566 1.117
C 1.44683 -1.49459 0.18395 -0.027 -2.136 2.012
C 0.66581 -1.31075 -1.05943 -1.285 0.043 -0.664
C 0.99351 -0.02246 -1.74858 0.738 1.245 -0.388
C 0.71258 1.16945 -0.81001 -0.285 -1.075 -1.068
C 1.46964 1.06273 0.51193 -2.986 0.993 0.475
N 1.26197 -0.31108 1.11552 2.575 -0.638 3.110
O 1.78040 -0.48191 2.42219 -1.911 0.669 -4.541
C 2.89372 1.42193 0.38210 1.773 0.083 0.184
C 0.74463 2.15744 1.30727 0.228 -0.401 2.224
C 2.85792 -1.89557 -0.20991 1.767 1.443 0.555
H 0.94814 -3.61961 0.10752 -0.561 0.269 -0.141
H 0.00519 -2.67013 1.38762 -0.472 -0.153 -0.523
H 1.60663 -3.20138 1.61118 0.399 0.408 0.111
H 0.89163 -2.20993 -1.63265 0.039 0.197 -0.519
H -0.40309 -1.37641 -0.85634 -0.248 0.160 0.189
H 0.51532 0.12162 -2.71743 -0.278 -0.178 0.078
H 2.06013 -0.03036 -1.97299 0.197 0.071 -0.163
H -0.36643 1.27261 -0.69520 -0.225 -0.582 0.564
H 0.91871 2.16431 -1.20481 0.700 -0.118 -0.410
H 3.21442 2.31952 0.91085 -0.428 0.094 0.250
H 3.48236 0.62589 0.83809 0.471 0.045 -0.688
H 3.11940 1.67134 -0.65471 0.407 -0.601 0.008
H 0.97722 2.05276 2.36701 0.148 -0.257 0.196
H 1.13160 3.15876 1.11832 -0.205 -0.057 -0.754
H -0.34373 2.10059 1.28879 0.038 0.067 -0.375
H 3.34496 -1.07323 -0.73398 0.031 -0.345 -0.775
H 2.89950 -2.85539 -0.72480 -0.328 0.342 -0.463
H 3.57472 -2.02975 0.60021 -0.441 -0.040 0.721
C -2.09036 -3.96819 -2.57289 -2.515 0.080 2.481
C -2.12310 -5.29038 -1.75596 3.252 -0.527 -0.571
C -0.56415 -5.49546 -1.65896 -0.071 -1.898 1.086
C -0.03362 -6.58636 -0.65662 -2.727 1.460 -1.380
C -0.80736 -6.40016 0.70323 4.069 -1.126 -1.648
C -2.29083 -6.29053 0.62261 1.105 0.788 0.905
N -2.59836 -5.25202 -0.36074 -5.366 3.570 -0.075
O -3.85759 -4.56124 -0.15367 4.739 -2.617 -0.895
C -2.87502 -7.61362 0.25947 -2.094 -0.937 0.203
C -2.67342 -5.84193 2.04946 -1.125 0.757 0.083
C -2.79595 -6.36923 -2.61833 -0.254 -0.627 0.419
H -1.60481 -3.99217 -3.54847 -0.116 -0.384 0.271
H -1.68942 -3.20925 -1.90106 0.180 0.239 -0.368
H -3.16789 -3.80381 -2.57477 -0.110 0.953 -1.029
H -0.29173 -5.89818 -2.63451 0.473 0.917 -0.261
H -0.10337 -4.56205 -1.33563 -0.058 0.105 -0.725
H 1.04866 -6.45691 -0.65656 -0.067 -0.396 0.578
H -0.34237 -7.48650 -1.18815 0.464 -0.652 0.543
H -0.26389 -5.56926 1.15307 -0.622 0.238 0.429
H -0.46374 -7.31360 1.18867 -0.616 0.066 0.944
H -2.96930 -8.26162 1.13085 0.444 0.014 0.169
H -3.91922 -7.40481 0.02678 -0.205 -0.180 -0.336
H -2.46451 -8.22143 -0.54686 0.350 0.499 0.009
H -2.09978 -4.97012 2.36407 0.654 -0.366 0.015
H -3.66621 -5.41827 2.20102 -0.456 -0.524 -0.630
H -2.59941 -6.66715 2.75773 0.443 0.080 -0.085
H -2.32154 -7.34668 -2.53093 0.490 0.084 -0.205
H -2.80942 -6.05598 -3.66227 0.018 -0.106 0.070
H -3.80787 -6.62158 -2.30142 -0.250 0.624 -0.029
C 0.43841 5.07485 -2.88882 0.220 0.788 0.748
C -1.04877 5.12626 -2.61089 0.033 -1.652 -3.095
C -1.57856 3.68153 -3.02714 -0.613 0.563 0.325
C -3.06279 3.55769 -2.71096 0.981 -0.504 0.411
C -3.16759 3.72923 -1.20477 -0.433 -0.186 0.244
C -2.61902 5.04248 -0.54934 -2.202 -1.240 -1.133
N -1.29042 5.37309 -1.17341 0.401 3.911 3.108
O -0.74060 6.54873 -0.52776 -1.586 -4.398 -2.986
C -3.73008 6.12379 -0.94160 1.156 0.755 0.554
C -2.55989 4.66025 0.99202 1.680 2.156 -1.472
C -1.66832 6.18087 -3.57273 -0.694 1.372 1.465
H 0.77554 6.06920 -2.59605 0.763 -0.314 0.638
H 0.79879 5.00521 -3.91516 -0.829 -0.388 -0.240
H 0.79620 4.21337 -2.32497 0.769 0.438 0.187
H -1.39365 3.39693 -4.06295 0.174 0.933 -0.354
H -1.02501 2.89066 -2.52097 0.042 0.139 0.660
H -3.40594 2.55225 -2.95476 -0.080 -0.025 -0.098
H -3.66654 4.24042 -3.30884 0.010 0.207 0.169
H -2.70088 2.88844 -0.69159 0.393 -0.235 -0.303
H -4.21915 3.58356 -0.95756 -0.176 0.508 0.429
H -4.27741 5.95916 -1.86973 -0.041 -0.818 0.169
H -4.43248 6.30151 -0.12725 -0.054 -0.326 0.032
H -3.29151 7.09892 -1.15345 0.398 0.100 0.434
H -1.75003 3.93736 1.09025 -0.534 -0.690 0.081
H -2.12518 5.50014 1.53396 -0.444 0.284 0.040
H -3.53067 4.41911 1.42508 0.190 -0.306 -0.322
H -1.74935 6.06237 -4.65323 0.309 -1.022 0.181
H -1.13417 7.12313 -3.45055 0.367 0.063 0.128
H -2.65654 6.45652 -3.20455 -0.195 -0.209 -0.272
O 6.11745 0.71266 -0.48467 0.666 -0.187 0.746
C 6.05757 0.25820 -1.60669 0.282 0.209 0.286
N 5.12287 0.72752 -2.46199 0.725 -1.079 -0.866
C 7.00376 -0.84418 -2.15775 0.371 0.951 0.912
H 5.07420 0.16035 -3.29629 -0.732 0.780 -0.415
H 4.59738 1.56489 -2.25521 -0.036 -0.392 -0.143
H 7.97278 -0.79212 -1.66136 -0.155 0.357 0.625
H 7.32722 -0.64737 -3.17987 -0.886 -0.621 -0.345
H 6.62728 -1.82249 -1.85895 -0.229 -0.095 -0.811
O -0.34345 -2.74934 -6.54478 0.816 0.318 0.029
C 0.82868 -2.97429 -6.24210 -0.159 -0.583 1.881
N 1.67392 -3.58887 -7.09803 -0.163 -0.133 -0.591
C 1.42804 -2.56076 -4.87113 0.034 0.997 -0.226
H 1.24191 -3.83670 -7.97670 0.046 -0.083 0.019
H 2.45808 -4.16059 -6.81818 0.043 0.395 0.360
H 0.76413 -2.36955 -4.02806 -0.787 -0.472 -0.459
H 1.81476 -1.55702 -5.04734 0.210 0.350 -0.266
H 2.28980 -3.04335 -4.41007 0.079 -0.750 -0.698
O -3.33975 1.07072 -5.98358 -4.214 4.208 -0.744
C -2.48160 0.29470 -5.83293 2.243 -1.919 3.334
N -2.07893 -0.45025 -6.82470 1.140 -1.123 -1.650
C -1.95985 0.11651 -4.40590 0.973 0.053 0.175
H -1.29135 -1.08107 -6.78137 -0.102 -0.258 -0.068
H -2.51219 -0.14642 -7.68497 0.345 -0.468 -0.173
H -1.63009 1.07313 -4.00065 -0.225 0.341 -0.350
H -1.06694 -0.49350 -4.26913 -0.282 -0.570 -0.232
H -2.76690 -0.18375 -3.73760 -0.004 -0.333 -0.225
O 5.39283 -4.10027 4.18500 -0.740 0.249 -0.886
C 4.99486 -3.05313 3.67120 0.045 -0.312 2.619
N 3.77743 -2.51872 4.10599 1.205 -0.626 -0.733
C 5.97771 -2.20335 2.94337 -0.035 0.504 -0.585
H 3.37300 -3.07077 4.84881 -0.158 0.256 -0.193
H 3.44952 -1.58427 3.90753 0.007 -0.268 -0.231
H 6.51729 -2.72932 2.15577 -0.480 -0.110 -0.164
H 6.76711 -2.00182 3.66747 -0.174 0.296 0.173
H 5.53511 -1.27645 2.57859 0.236 0.014 -0.143
O -2.30793 -4.05186 5.41268 -0.529 -0.798 -1.141
C -1.48324 -3.26395 5.80945 -0.162 0.693 -2.081
N -1.43089 -3.02626 7.10341 1.134 1.171 1.518
C -0.57820 -2.46616 4.82094 0.365 -0.985 0.841
H -0.75806 -2.34415 7.42299 -0.375 -0.329 0.575
H -2.10594 -3.51675 7.67246 0.348 0.239 0.197
H -1.17630 -2.00197 4.03678 0.107 -0.206 0.059
H 0.12168 -3.19668 4.41522 -0.331 -0.201 -0.522
H 0.12286 -1.74251 5.23681 -0.425 0.208 0.363
O -1.45806 2.19896 3.95593 1.232 -0.562 0.871
C -0.73918 1.55342 4.75355 0.138 3.798 -2.701
N -1.23259 0.54327 5.39990 0.067 -1.579 1.542
C 0.71310 1.95203 5.10137 -0.264 0.067 -0.211
H -0.62123 0.17084 6.11239 -0.751 -0.489 -0.006
H -2.20574 0.31154 5.26065 0.233 -0.159 0.278
H 0.71346 2.39295 6.09821 0.048 -0.388 0.298
H 1.16483 2.73229 4.48880 -0.658 -0.128 -0.394
H 1.40089 1.11157 5.00823 -0.145 -0.198 0.330
O 4.11701 4.83256 0.25873 1.422 -2.530 -1.194
C 3.77525 5.93700 0.54667 -2.285 -0.021 -1.077
N 4.04572 6.32805 1.80097 0.091 1.472 0.975
C 2.74127 6.60989 -0.40021 0.263 0.560 2.125
H 3.82995 7.22797 2.20554 0.056 -0.276 -0.171
H 4.56694 5.63060 2.31283 0.000 0.356 0.108
H 3.18397 7.21900 -1.18832 -0.142 -0.215 0.037
H 2.11858 7.19846 0.27355 -0.080 0.710 -0.339
H 2.03592 5.84489 -0.72478 0.619 -0.079 -0.400
O -1.35532 6.65546 5.49517 0.965 -1.297 -1.033
C -1.15847 5.77986 4.62106 2.214 3.200 1.276
N -2.18450 5.20689 4.04819 -0.678 -0.770 -0.113
C 0.23749 5.42323 4.06063 -1.013 -0.575 0.608
H -1.94341 4.29313 3.69180 -0.953 -0.501 -0.066
H -2.94080 5.44299 4.67458 -0.927 -0.838 -0.547
H 0.17647 4.57981 3.37288 -0.169 0.146 -0.290
H 0.78607 5.01623 4.91005 0.481 0.600 -0.006
H 0.68893 6.27706 3.55539 0.100 -0.059 0.390
O -3.05158 -0.82525 0.10877 0.123 0.444 -0.544
C -3.44117 -0.96258 1.24858 -0.308 2.378 0.428
N -3.68448 -2.16509 1.75639 -0.081 0.263 0.529
C -3.74403 0.27826 2.15422 -0.267 -0.032 -1.170
H -3.62374 -2.21060 2.76353 -0.152 -0.960 -0.306
H -3.46560 -2.84790 1.04508 -0.009 -1.154 0.634
H -4.66023 0.77645 1.83724 -0.490 -0.561 -0.377
H -3.05789 1.08210 1.88745 0.628 -0.337 0.681
H -3.92643 0.10630 3.21500 0.634 -0.122 0.047
```
Positions in Å, forces in eV/Å.

## Properties
LUMO (spin up / spin down)	1.457 / 1.225	eV
2S+1	5
net charge	-1
total energy	-3333.74287	hartree

These are the Löwdin partial charges, in e, on atoms 1 to 4:
1. C -0.036
2. C -0.473
3. C -0.171
4. C -0.151